C27H31As2MoN2O4S3 | the ωB97M-V functional and the def2-TZVPD basis

Structure (XYZ):
```
70
Properties=species:S:1:pos:R:3:forces:R:3
Mo 1.114 0.705 -0.127 0.7 -0.8 0.5
N 3.190 -0.241 0.664 -0.1 0.0 -0.1
C 4.234 0.729 1.052 0.2 0.0 0.0
C 3.767 2.101 0.665 -0.1 0.1 -0.1
O 4.315 3.136 0.881 0.0 -0.1 0.0
N 2.523 2.045 -0.033 -0.2 0.1 -0.1
C 2.108 3.341 -0.568 0.0 0.1 -0.2
C 0.650 3.105 -0.866 0.0 0.5 0.0
O -0.139 2.826 0.029 0.1 -0.1 0.0
O 0.310 3.152 -2.147 -0.1 0.0 0.0
H 3.061 -0.930 1.405 0.0 0.1 -0.1
H 3.533 -0.763 -0.138 0.0 0.0 0.1
H 5.178 0.528 0.540 -0.1 0.0 0.1
H 4.434 0.698 2.123 0.0 0.0 0.0
H 2.676 3.609 -1.461 0.0 0.0 0.1
H 2.195 4.136 0.180 0.0 -0.1 -0.1
C -1.117 1.097 2.905 -0.1 0.0 0.1
As 0.517 0.291 2.280 -0.1 -0.1 0.0
C 1.833 0.886 3.566 0.0 0.0 0.1
C 0.417 -1.621 2.535 0.0 -0.1 0.0
C 0.106 -2.100 3.807 0.0 0.0 0.0
C 0.050 -3.466 4.044 0.0 0.0 0.0
C 0.304 -4.361 3.014 0.0 0.1 0.0
C 0.612 -3.890 1.745 0.0 0.0 0.0
C 0.672 -2.520 1.494 0.0 -0.1 0.0
As 1.075 -1.932 -0.309 -0.1 0.2 -0.1
C 2.639 -2.972 -0.800 0.0 0.0 0.0
C -0.257 -2.730 -1.452 0.0 -0.1 -0.1
H -1.868 1.096 2.118 0.0 0.0 0.0
H -0.888 2.118 3.210 0.0 0.0 0.0
H -1.477 0.524 3.763 0.0 0.1 -0.1
H 1.355 0.859 4.547 0.1 0.0 0.0
H 2.143 1.909 3.351 0.0 0.0 0.0
H 2.688 0.213 3.577 0.0 0.0 0.0
H -0.092 -1.419 4.628 0.0 0.0 0.0
H -0.188 -3.831 5.032 0.0 0.0 0.0
H 0.262 -5.425 3.198 0.0 0.0 0.0
H 0.805 -4.609 0.956 0.0 0.0 0.0
H 2.310 -4.001 -0.952 0.0 0.1 0.0
H 3.400 -2.974 -0.021 0.0 0.0 0.0
H 3.054 -2.600 -1.739 0.0 0.0 0.1
H -0.352 -3.777 -1.160 0.0 0.1 -0.1
H 0.093 -2.667 -2.484 0.0 0.0 0.0
H -1.219 -2.231 -1.362 0.1 0.0 0.0
O -0.498 0.448 -0.972 0.1 0.2 0.1
C -1.791 0.697 -1.493 0.3 -0.1 0.0
C -1.806 0.160 -2.908 -0.1 0.0 -0.1
C -0.743 0.172 -3.777 0.0 0.0 0.0
C -1.073 -0.355 -5.045 -0.1 0.0 0.0
C -2.383 -0.739 -5.111 0.1 0.0 0.0
S -3.205 -0.510 -3.642 0.0 0.0 -0.1
C -1.985 2.222 -1.621 0.2 0.1 0.0
C -1.091 3.147 -2.441 -0.1 -0.1 -0.1
C -1.672 4.523 -2.391 -0.2 0.0 0.0
C -2.855 4.579 -1.796 0.1 -0.1 0.0
S -3.339 3.007 -1.146 -0.1 0.0 0.0
C -2.773 0.014 -0.566 -0.2 0.0 0.1
C -2.440 -0.870 0.425 0.1 0.1 0.1
C -3.564 -1.464 1.049 -0.1 0.0 -0.1
C -4.737 -1.033 0.511 0.1 0.1 0.1
S -4.488 0.098 -0.737 0.0 0.0 -0.1
H 0.244 0.540 -3.524 0.0 0.0 0.0
H -0.383 -0.444 -5.869 0.0 0.0 0.0
H -2.906 -1.170 -5.949 0.0 0.0 -0.1
H -1.167 2.768 -3.472 0.0 0.1 0.1
H -1.174 5.355 -2.869 0.0 0.0 0.0
H -3.531 5.413 -1.677 0.0 0.0 0.0
H -1.422 -1.111 0.705 -0.2 0.0 -0.1
H -3.506 -2.184 1.849 0.0 -0.1 0.1
H -5.743 -1.307 0.779 -0.1 0.0 0.0
```
Forces are in eV/Å.

Summary:
Charge   +3
Energy above the lowest of the compared OMol25 structures with the same formula, charge and spin   3.2 kcal per mole
Molecular weight   789.54 g/mol
Kohn-Sham gap   0.2365 Eh